1.
13
Properties=species:S:1:pos:R:3:nbo_charge:R:1 method="wB97M-V/def2-TZVPD" smiles="C=N/N=C(/C)C=O" energy_ha=-340.6569 multiplicity=1 gap_ev=9.792 charge=0 relative_energy_kcal_mol=86.6
C -2.224 -0.856 -0.446 -0.12
N -1.946 -0.147 0.547 -0.22
N -0.968 0.707 0.362 -0.19
C 0.268 0.379 0.329 0.12
C 1.368 1.344 0.045 -0.65
C 0.643 -1.029 0.598 0.39
O 1.430 -1.754 0.076 -0.49
H -1.661 -0.883 -1.465 0.16
H -3.115 -1.551 -0.527 0.19
H 1.293 2.037 -0.719 0.24
H 2.223 0.646 -0.349 0.23
H 1.784 1.772 0.895 0.23
H 0.231 -1.251 1.696 0.11

=====

2.
13
Properties=species:S:1:pos:R:3:nbo_charge:R:1 method="wB97M-V/def2-TZVPD" smiles="C1=NN[C@@H]2C[C@H]2O1" energy_ha=-340.5709 multiplicity=1 gap_ev=9.974 charge=0 relative_energy_kcal_mol=140.6
C -1.663 -0.603 0.136 0.30
N -1.598 0.608 -0.132 -0.32
N -0.463 1.414 -0.143 -0.44
C 0.462 0.549 0.405 -0.11
C 1.721 -0.157 -0.019 -0.37
C 0.370 -0.732 -0.384 0.04
O -0.672 -1.547 0.164 -0.48
H -2.755 -0.881 -0.148 0.21
H -0.698 2.270 0.287 0.38
H 0.498 0.189 1.535 0.18
H 2.376 -0.665 0.569 0.22
H 2.192 0.185 -0.832 0.21
H 0.231 -0.631 -1.440 0.19

=====

So what do the calculations give for HOMO energy? Going down the list: -0.352 -0.328 Eh.
So what do the calculations give for largest force on an atom? Going down the list: 4.6 4.9 eV Å⁻¹.